Record 1
ORCA calculation (wB97M-V/def2-TZVPD) on C35H58GaOP2 as an isolated structure.

Output
HOMO (spin up / spin down)   -8.46 / -8.44 eV
Charge   +1

Geometry (Å):
C -0.64 2.28 3.57
H -1.28 3.01 3.05
C 2.48 -2.72 -1.67
C -1.49 0.92 -0.62
H -2.95 -0.47 -5.36
H 2.44 -2.41 -2.73
H -0.48 -0.02 -2.25
C 1.51 -3.81 1.19
C 0.62 2.05 2.83
H 3.28 -5.95 3.16
H -1.86 4.25 0.37
H 2.22 -1.86 -1.03
C 0.83 1.52 -1.59
C 0.46 4.03 -1.85
C 1.79 -5.89 0.09
C -0.56 1.00 -1.84
C 0.16 -3.69 -2.13
H -1.17 0.12 0.07
C 3.72 0.19 1.96
C -1.53 3.44 -0.31
H -1.02 1.61 -2.63
C 2.28 -6.42 1.29
H 0.86 4.82 -1.19
C 1.31 3.03 2.08
H -0.54 -4.47 -1.84
C 2.50 -4.19 2.19
H -1.45 4.98 -1.74
H -4.40 2.97 -4.85
H 1.98 -4.76 -2.07
H 0.28 -0.26 4.26
H 1.65 5.02 1.39
P -5.10 0.49 -1.39
H 0.75 -1.18 2.81
H 4.18 3.79 1.47
H -0.21 -2.67 -1.94
H -2.49 0.58 -0.98
C 3.18 -3.26 3.19
C 4.71 -3.47 3.28
H -1.21 1.35 3.67
C -1.67 2.19 0.14
C 2.53 2.46 1.62
H -5.57 0.90 -3.80
H -2.04 2.07 1.16
C 1.07 -0.40 3.51
Ga -1.55 -2.82 0.18
H -6.40 2.50 -2.14
H 0.52 4.89 2.76
C -3.65 2.97 -4.04
H 1.51 -3.48 4.58
H 2.35 2.93 -1.67
H 5.13 -2.76 4.01
H 3.52 -3.03 -1.46
H 2.40 -7.50 1.39
C 3.56 3.15 0.83
C 1.53 -3.93 -1.48
H 4.14 -0.09 2.94
C 2.73 -5.55 2.30
H 2.99 -2.22 2.89
H 4.95 -4.49 3.61
O 0.49 -3.07 1.47
H 2.90 -4.55 4.91
C 1.59 -4.52 -0.06
H 3.12 3.79 0.06
P -3.12 1.23 -3.63
H 1.61 -6.53 -0.79
C 1.26 2.78 -1.67
H 1.95 -0.80 4.05
C 2.59 1.13 2.11
H 0.01 4.43 1.15
H 3.43 -0.74 1.46
H 3.00 -2.81 5.30
C -2.91 0.62 -5.36
H 1.50 0.76 -1.20
C -5.78 2.24 -1.27
H -6.56 -1.43 -1.63
H -1.54 3.38 -2.46
H 4.23 2.43 0.34
C 1.40 0.87 2.84
C 0.86 4.41 1.84
H -4.66 -0.62 -3.50
H -3.68 1.03 -6.03
H 0.64 4.41 -2.88
H -7.28 -0.19 -0.54
H -4.07 3.48 -3.16
H -4.97 2.96 -1.16
H -0.47 2.68 4.58
C -6.74 -0.35 -1.48
C 2.61 -3.54 4.59
C -1.08 3.95 -1.63
H -1.92 0.95 -5.71
H 5.22 -3.28 2.32
H -6.42 2.27 -0.37
H -2.76 3.52 -4.38
H 4.53 0.65 1.38
C -4.75 0.44 -3.22
H 0.28 -3.75 -3.22
H -7.35 0.04 -2.32

Löwdin population analysis, charges in e, atoms 1 to 4:
1. C -0.008
2. H 0.085
3. C -0.058
4. C -0.231



Record 2
ORCA calculation (wB97M-V/def2-TZVPD) on a 2-piece molecular cluster, C20H37FN4O5S overall.

Output
HOMO   -8.92 eV
Structure (SMILES)   CC(=O)N(C)[C@](C#N)(C[C@H](C)O)[C@](C#N)(CCCCN)C[C@H](C)F.CCOS(C)(=O)=O

Geometry (Å):
H 0.47 4.38 -3.23
H -1.90 -2.95 3.46
F -1.06 -4.33 2.14
H 3.97 -0.51 3.41
H -3.63 4.38 -4.26
H -0.78 -0.76 2.67
N 2.74 0.32 -1.15
O 4.83 -0.66 1.51
H -3.34 -1.76 -0.17
C -0.87 -1.70 1.93
H 0.38 6.06 -2.59
H 4.86 -0.02 0.72
H 4.76 -4.90 0.59
H -0.23 -3.71 5.02
H 1.58 -1.00 2.94
H -4.43 6.16 -2.70
C -1.76 0.72 0.29
C 2.37 -1.43 2.15
H 1.25 -3.51 3.87
C -0.24 0.15 0.14
H -3.83 7.41 -3.80
C -2.69 0.36 -1.06
H -2.32 0.52 1.29
N 2.05 -3.05 0.06
H -2.02 0.24 -2.04
H 0.35 -1.97 4.49
C -0.86 -3.01 2.86
C 1.69 -4.32 0.74
C 4.70 -3.72 0.72
H 1.59 -4.31 1.90
H -4.78 -0.46 -0.46
O -2.04 3.50 -2.37
H 4.48 -3.48 1.84
C 2.35 -0.68 -0.38
H 2.72 -2.47 2.63
O 3.97 -3.09 -1.60
H -5.20 6.37 -4.28
H -0.08 0.25 -1.04
H -4.35 -2.44 -2.18
H 2.37 1.33 3.12
C 0.20 -3.09 4.10
O -2.15 5.81 -1.34
H -3.10 -1.53 -2.79
O -1.97 5.54 -3.82
H 0.50 4.67 -1.46
H -3.19 5.60 -5.44
H 4.17 1.79 2.57
N -4.01 -1.46 -2.24
H 0.42 0.93 0.75
H -1.65 1.91 0.22
C 0.10 5.01 -2.42
N -1.03 -3.05 -1.61
H 5.75 -3.31 0.40
C 3.50 -3.21 -0.32
C -3.73 -0.88 -0.84
H 2.76 1.57 1.21
C 1.67 -1.76 0.73
H 0.64 -4.66 0.28
S -1.67 4.90 -2.35
H 2.40 -5.25 0.48
C -4.24 6.40 -3.76
C 3.17 1.23 2.25
C 3.60 -0.39 2.27
C -0.64 -2.31 -0.60
C -3.27 5.40 -4.37
H -3.35 1.33 -1.27
C 0.03 -1.43 0.66
H -2.01 -1.65 1.56

natural (NBO) population analysis, charges in e, atoms 1 to 4:
1. H 0.257
2. H 0.195
3. F -0.395
4. H 0.188



Record 3
ORCA calculation (wB97M-V/def2-TZVPD) on a 4-piece molecular cluster, C26H56FNO13 overall.

Output
HOMO   -9.08 eV
Structure (SMILES)   CCOC(=O)N(CCOC=O)[C@@H](C)F.COCCOCCOC.COCCOCCOC.COCCOCCOC

Geometry (Å):
H 9.29 2.15 -3.01
H -10.40 -4.12 -0.31
C 4.19 1.86 -3.42
C -7.03 -0.85 -3.70
C -1.25 1.28 -1.64
C 9.88 2.42 2.40
H -3.81 -1.09 3.89
C -5.80 -0.15 6.41
H -5.15 -1.82 -2.00
C 10.88 2.67 1.29
H 10.41 2.01 3.27
H -3.39 0.53 6.47
H -3.17 1.70 -4.12
H 5.94 1.99 -2.15
H -3.62 1.67 3.66
O 2.86 1.86 -2.88
H -2.34 2.12 4.80
H -4.25 2.05 6.13
H -3.15 -1.46 1.43
H -1.32 1.50 -0.58
C 0.09 1.74 -2.22
O 1.89 1.25 -4.82
H 10.46 0.12 0.84
H 7.34 0.38 2.64
H 10.40 0.84 -3.46
H -6.59 -3.70 -0.98
H 12.18 -0.29 0.71
H -7.40 0.07 -3.23
O -8.70 -4.83 -1.23
H -6.13 0.65 7.08
H -8.95 -2.27 -1.37
H 2.06 0.43 -1.06
H 4.52 0.82 -3.55
C -3.13 1.30 -3.10
H -9.02 -4.44 0.77
H -0.15 2.44 -3.02
C 11.38 0.61 -1.04
C -6.49 -2.69 -0.57
O -2.32 2.01 -2.28
O -7.05 -1.93 -2.79
H 11.45 3.56 1.55
O 10.19 1.26 -1.44
H -0.09 -1.59 -1.88
C -9.30 -4.05 -0.22
H -6.02 -0.67 -4.08
H -6.68 -0.67 6.02
H -9.58 -2.02 0.27
C 1.92 1.25 -3.63
F 2.51 -0.89 -2.48
O -7.61 -2.34 0.23
O -5.09 0.35 5.31
H 7.62 1.85 3.59
N 0.89 0.65 -2.82
H -5.05 1.44 0.35
C -8.82 -6.21 -0.99
H -4.13 0.07 -0.30
H -2.18 -1.68 3.54
O -2.22 0.22 4.18
H -8.36 -6.74 -1.82
H 11.04 2.42 -2.94
H -9.87 -6.51 -0.92
H 4.57 2.92 -1.58
C 11.42 0.46 0.47
H 9.42 3.37 2.68
H -2.11 -0.03 1.61
C -3.94 1.08 5.70
C 5.11 2.62 -2.48
O 11.84 1.64 1.14
H -5.64 -2.68 0.11
H 10.36 2.85 0.34
C 0.60 -1.18 -1.15
H -6.33 -0.68 -1.30
C 8.11 1.04 3.05
C 1.53 -0.19 -1.80
H -3.28 1.51 0.31
C -8.88 -2.61 -0.33
H -8.31 -6.50 -0.06
C -3.02 -0.52 1.98
C -6.19 -1.70 -1.68
H 11.42 -0.39 -1.49
H 0.67 2.31 -1.48
H 8.73 0.46 3.75
C -2.85 -0.82 3.45
H -7.69 -1.11 -4.53
H 12.26 1.18 -1.37
H -5.19 -0.86 6.99
H 0.06 -0.75 -0.31
H 5.53 3.50 -2.96
H 4.19 2.30 -4.42
H -1.42 0.22 -1.79
C 10.24 1.68 -2.78
O -3.74 0.33 -2.76
H 1.22 -2.00 -0.77
O -4.15 0.31 1.76
O 8.87 1.52 1.97
C -3.04 1.33 4.52
C -4.14 0.85 0.46

Löwdin population analysis, charges in e, atoms 1 to 4:
1. H 0.083
2. H 0.127
3. C -0.196
4. C -0.111



> What is the formula in the first record?

C35H58GaOP2



Please write out number 2 again, unchanged.
ORCA calculation (wB97M-V/def2-TZVPD) on a 2-piece molecular cluster, C20H37FN4O5S overall.

Output
HOMO   -8.92 eV
Structure (SMILES)   CC(=O)N(C)[C@](C#N)(C[C@H](C)O)[C@](C#N)(CCCCN)C[C@H](C)F.CCOS(C)(=O)=O

Geometry (Å):
H 0.47 4.38 -3.23
H -1.90 -2.95 3.46
F -1.06 -4.33 2.14
H 3.97 -0.51 3.41
H -3.63 4.38 -4.26
H -0.78 -0.76 2.67
N 2.74 0.32 -1.15
O 4.83 -0.66 1.51
H -3.34 -1.76 -0.17
C -0.87 -1.70 1.93
H 0.38 6.06 -2.59
H 4.86 -0.02 0.72
H 4.76 -4.90 0.59
H -0.23 -3.71 5.02
H 1.58 -1.00 2.94
H -4.43 6.16 -2.70
C -1.76 0.72 0.29
C 2.37 -1.43 2.15
H 1.25 -3.51 3.87
C -0.24 0.15 0.14
H -3.83 7.41 -3.80
C -2.69 0.36 -1.06
H -2.32 0.52 1.29
N 2.05 -3.05 0.06
H -2.02 0.24 -2.04
H 0.35 -1.97 4.49
C -0.86 -3.01 2.86
C 1.69 -4.32 0.74
C 4.70 -3.72 0.72
H 1.59 -4.31 1.90
H -4.78 -0.46 -0.46
O -2.04 3.50 -2.37
H 4.48 -3.48 1.84
C 2.35 -0.68 -0.38
H 2.72 -2.47 2.63
O 3.97 -3.09 -1.60
H -5.20 6.37 -4.28
H -0.08 0.25 -1.04
H -4.35 -2.44 -2.18
H 2.37 1.33 3.12
C 0.20 -3.09 4.10
O -2.15 5.81 -1.34
H -3.10 -1.53 -2.79
O -1.97 5.54 -3.82
H 0.50 4.67 -1.46
H -3.19 5.60 -5.44
H 4.17 1.79 2.57
N -4.01 -1.46 -2.24
H 0.42 0.93 0.75
H -1.65 1.91 0.22
C 0.10 5.01 -2.42
N -1.03 -3.05 -1.61
H 5.75 -3.31 0.40
C 3.50 -3.21 -0.32
C -3.73 -0.88 -0.84
H 2.76 1.57 1.21
C 1.67 -1.76 0.73
H 0.64 -4.66 0.28
S -1.67 4.90 -2.35
H 2.40 -5.25 0.48
C -4.24 6.40 -3.76
C 3.17 1.23 2.25
C 3.60 -0.39 2.27
C -0.64 -2.31 -0.60
C -3.27 5.40 -4.37
H -3.35 1.33 -1.27
C 0.03 -1.43 0.66
H -2.01 -1.65 1.56

natural (NBO) population analysis, charges in e, atoms 1 to 4:
1. H 0.257
2. H 0.195
3. F -0.395
4. H 0.188